93
Properties=species:S:1:pos:R:3 method="wB97M-V/def2-TZVPD" charge=0 energy_ev=-153888.8679
Be 0.54871 -0.27186 -0.91343
C 1.31469 1.89056 5.85833
C 0.86437 2.81148 4.71913
C 0.47950 4.15479 5.33467
C 1.98650 3.03358 3.70201
N -0.31309 2.24622 4.01343
C -1.51024 2.92713 3.86688
C -2.32155 2.16730 3.12097
N -1.64582 1.01840 2.75878
B -2.39319 -0.02152 1.89630
N -1.84500 -1.46380 2.03633
C -2.11475 -2.14856 3.19579
C -1.52220 -3.34858 3.12044
N -0.87491 -3.42687 1.89645
C -1.09307 -2.25096 1.23561
S -0.70460 -1.91238 -0.40525
C -0.09916 -4.66965 1.59776
C 0.92145 -4.83326 2.73124
C 0.66767 -4.67846 0.27920
C -1.09688 -5.83242 1.57770
N -2.56235 0.42157 0.41147
C -3.76194 0.15123 -0.20273
C -3.76409 0.75464 -1.40039
N -2.55113 1.40475 -1.55017
C -1.80900 1.15671 -0.43161
S -0.16183 1.57334 -0.11435
C -2.34544 2.23623 -2.77892
C -2.48576 1.32126 -3.99978
C -3.44890 3.30227 -2.79238
C -0.99659 2.93873 -2.84631
C -0.40202 1.05807 3.31773
S 0.76579 -0.14588 3.20541
H 2.20118 2.31117 6.33609
H 1.55247 0.90150 5.48360
H 0.52453 1.79966 6.60677
H 1.33958 4.53482 5.88374
H -0.34840 4.04418 6.03680
H 0.21238 4.88940 4.57340
H 2.86496 3.45822 4.19025
H 1.65195 3.71430 2.91582
H 2.25737 2.08448 3.24552
H -1.70098 3.88381 4.31412
H -3.33761 2.33795 2.81046
H -3.51740 -0.03816 2.32852
H -2.69700 -1.70779 3.98549
H -1.51906 -4.14922 3.83566
H 1.51697 -3.92319 2.82004
H 1.58650 -5.66806 2.51135
H 0.44290 -5.02537 3.69150
H 1.37816 -3.85732 0.22274
H 0.00688 -4.61307 -0.57848
H 1.21828 -5.61967 0.22329
H -1.60041 -5.95638 2.53670
H -0.57250 -6.75897 1.34410
H -1.85237 -5.65766 0.81064
H -4.51612 -0.45231 0.26934
H -4.52892 0.76870 -2.15289
H -3.37308 0.69172 -3.93730
H -1.61864 0.66680 -4.08308
H -2.56510 1.92987 -4.90217
H -4.44235 2.85653 -2.83702
H -3.31947 3.93806 -3.66759
H -3.38906 3.92885 -1.90078
H -0.18734 2.21554 -2.92535
H -0.82219 3.56565 -1.97629
H -0.98340 3.57271 -3.73546
C 3.54185 -1.32925 -1.91883
P 2.78518 -0.44994 -0.50550
C 3.53029 1.20874 -0.68178
C 3.77157 -1.18489 0.84845
H 4.62471 -1.39454 -1.79489
H 3.30075 -0.79858 -2.83698
H 3.11332 -2.32892 -1.99241
H 4.61763 1.13535 -0.73151
H 3.24262 1.83943 0.15873
H 3.14298 1.66162 -1.59553
H 4.83217 -1.07239 0.61873
H 3.52370 -2.24441 0.93291
H 3.54034 -0.70878 1.79632
C 0.82604 1.75881 -5.54905
Si 0.99443 -0.09555 -5.21808
C 2.74623 -0.68269 -5.61976
C -0.26454 -1.05513 -6.24676
Se 0.43405 -0.68717 -3.05172
H 0.88374 1.94969 -6.62447
H 1.61561 2.32950 -5.05803
H -0.13448 2.12959 -5.19159
H 2.89022 -0.72585 -6.70294
H 2.90610 -1.68432 -5.21823
H 3.51120 -0.02425 -5.20516
H -0.14023 -0.86986 -7.31639
H -1.28062 -0.78427 -5.95717
H -0.14271 -2.12278 -6.05815

=====

90
Properties=species:S:1:pos:R:3 method="wB97M-V/def2-TZVPD" charge=-1 multiplicity=4 de_lowest_ev=2.3631
C -1.70620 -0.78641 -5.50471
C -0.89762 -1.36449 -4.37257
H -1.01684 -0.61510 -6.32522
H -2.19214 0.15386 -5.22659
H -2.48563 -1.47452 -5.86294
C -0.08513 -2.48872 -4.65279
C 0.34641 -2.94017 -5.98833
H 0.35470 -3.07668 -3.84660
H 0.63431 -2.13879 -6.68895
H -0.35451 -3.59724 -6.53414
H 1.23625 -3.57801 -5.82743
Co -0.22086 1.07906 1.42852
Cl -1.12778 3.18038 0.66723
C 0.12417 -2.26080 2.43598
O 0.62854 -1.14846 2.12661
N 0.79429 -3.26521 3.01640
C 2.19678 -3.18285 3.40589
C 0.10293 -4.50088 3.36074
H -0.94306 -2.50430 2.24344
H 2.60707 -2.20336 3.14895
H 2.76334 -3.97675 2.89976
H 2.27890 -3.36264 4.48691
H -0.95713 -4.38535 3.11804
H 0.21505 -4.71812 4.43124
H 0.51115 -5.34621 2.79085
H 2.05380 2.95670 5.91032
H 0.04954 5.01865 5.42079
C 2.30235 3.18435 4.86616
C 0.60634 4.99611 4.48040
N 1.08751 3.66288 4.18454
H 2.69925 2.30810 4.34983
C 0.30890 2.86754 3.46496
O 0.81738 1.87199 2.84187
H -0.05459 5.29222 3.66331
H -0.77881 3.11113 3.45011
H 3.00287 4.02131 4.84285
H 1.45993 5.66536 4.55491
H 1.70746 0.82735 -2.78404
H 2.89488 -2.22449 -2.74549
C 2.69740 0.67527 -2.33962
C 3.44329 -1.65948 -1.99045
N 2.68972 -0.52489 -1.50690
H 2.95358 1.54136 -1.72739
C 2.61182 -0.38778 -0.11916
O 2.84357 0.65437 0.56857
H 3.66011 -2.33813 -1.16438
H 2.24671 -1.36221 0.32271
H 3.43010 0.50552 -3.12481
H 4.37129 -1.31407 -2.44915
O -0.40110 -0.31645 -3.37308
C -1.39015 -1.16854 -2.87340
C 0.25206 -2.56651 -1.57024
C -1.06746 -2.22668 -1.87792
H 1.01260 -1.90665 -1.96305
C 0.55475 -3.68180 -0.78795
H -2.34538 -0.64441 -2.71724
C -2.10619 -2.99953 -1.30085
H 1.60955 -3.92342 -0.56452
C -0.47876 -4.45697 -0.25791
C -1.81299 -4.10791 -0.52078
H -3.12719 -2.68645 -1.51137
H -0.24654 -5.34048 0.36032
H -2.61964 -4.69278 -0.07085
Si -0.15423 3.58217 -1.37217
Cl -0.06019 0.57600 -0.58198
C 1.62154 3.92421 -0.94099
C -1.07082 5.25069 -1.20668
C -0.45862 3.35430 -3.22044
H 2.22244 3.11147 -0.51308
H 1.56580 4.74698 -0.20469
H 2.14766 4.30912 -1.83153
H 0.25865 2.73232 -3.76785
H -0.36247 4.37636 -3.64769
H -1.46883 3.00253 -3.44729
H -0.69855 5.86696 -0.37918
H -2.13115 5.01834 -1.03740
H -0.98262 5.83844 -2.13675
C -4.40723 0.45537 2.07933
C -2.96663 0.79752 2.42791
C -2.43398 0.10910 3.68254
C -2.09009 0.33827 1.27293
H -4.48445 -0.62777 1.99074
H -4.67549 0.90160 1.12051
H -5.11889 0.81022 2.82106
H -2.87863 1.89325 2.55899
H -2.55234 -0.97503 3.55975
H -1.36007 0.30547 3.83643
H -2.96607 0.42795 4.58515
H -1.65862 -0.67073 1.38461
H -2.58104 0.41607 0.29643